No. 1
A molecular structure, C26H50CaGeO10P, computed with the ωB97M-V functional and the def2-TZVPD basis.

Last column: Mulliken charge in e.
Atoms and positions in Å:
H -0.419 -3.490 2.224  0.381
C 1.569 -2.205 -2.854  1.445
Ge 1.848 -3.752 -0.349  0.566
C -3.666 -1.823 -0.176  -0.634
C 1.207 1.557 -1.638  -0.465
H 2.971 -0.795 -3.691  0.238
H 0.653 3.769 0.547  0.220
H 1.321 -6.232 -0.841  0.458
P -2.609 0.133 1.274  0.426
H 3.336 1.531 -1.344  0.752
H -5.088 1.133 2.291  0.327
O 2.382 0.171 -0.113  0.638
H 3.058 1.937 8.099  0.414
H -3.575 -1.047 4.462  0.399
C 0.131 -5.623 -3.063  -0.314
H 0.208 3.719 3.044  0.319
C -0.386 -5.224 -1.683  -0.160
C 3.553 -0.094 0.628  -1.087
H 3.328 -2.113 -1.622  0.387
O -0.775 2.668 1.552  0.483
H -1.493 4.183 2.766  0.390
H -1.813 -5.702 -3.990  0.423
H 1.418 -0.868 -4.525  0.473
H -0.479 -5.543 -5.135  0.361
H -1.105 2.631 3.545  0.110
C -0.721 2.742 -0.807  -0.879
C 1.628 1.189 4.590  0.450
Ca 0.082 0.563 1.059  1.966
C 0.486 -2.879 2.193  -0.976
H -0.247 -0.575 6.470  0.298
C -0.848 -5.232 -4.161  -1.431
C 3.230 2.326 6.000  -0.967
H 3.179 -3.617 -2.523  0.591
H -3.939 -2.388 0.716  0.316
C 1.585 0.885 6.980  -0.994
H -4.446 -1.932 -0.929  0.290
O -0.004 -0.234 5.596  -0.279
H -1.779 2.460 -0.776  0.306
C 0.691 -5.373 -0.609  -1.148
C -0.414 3.503 0.479  -0.541
C 2.713 2.048 4.751  -0.423
H -0.997 -4.153 -4.180  0.265
H 0.996 -1.498 -2.246  -0.532
C 2.426 1.439 -0.731  -0.613
C 2.776 -2.416 -5.091  -1.373
H 3.067 -1.860 -5.980  0.425
H -1.244 -5.852 -1.440  0.589
H 3.141 2.484 3.860  0.459
C 0.711 -2.484 0.773  0.140
H 4.068 2.995 6.112  0.432
C -4.672 1.799 1.535  -0.847
C 1.123 0.908 3.217  1.084
H 0.874 -2.952 -3.237  -0.534
H 2.423 2.223 0.037  -0.028
H -1.911 -1.347 3.891  0.092
H -0.538 3.385 -1.677  0.490
H 1.284 2.463 -2.252  0.569
C -2.777 -0.690 3.811  -0.481
O 0.195 -1.490 0.287  -1.080
O -3.594 -0.440 0.116  -0.419
H 0.331 -1.999 2.821  -0.153
C 2.660 1.737 7.117  -0.590
H 1.313 -3.482 2.563  0.518
H 2.039 -3.158 -5.387  0.269
O -0.009 1.531 -0.915  -0.437
C 1.054 0.601 5.725  0.754
H -0.747 -4.191 -1.710  -0.131
H 1.193 0.679 -2.295  -0.128
H 4.445 -0.009 -0.005  0.374
H -5.182 1.628 0.588  0.261
C 2.190 -1.471 -4.044  -0.538
H 1.138 0.431 7.853  0.360
O -3.265 1.602 1.393  -0.118
O -3.308 -0.704 2.496  -0.401
H -4.806 2.835 1.845  0.270
O 1.604 1.538 2.249  -0.982
C -0.788 3.344 2.788  -1.097
H 0.232 -5.577 0.360  0.373
H -1.014 4.426 0.497  0.589
H -2.479 0.315 4.110  0.241
H 3.657 -2.933 -4.721  0.331
H 3.467 -1.113 1.006  0.274
H 1.101 -5.153 -3.241  0.148
H 3.647 0.601 1.468  0.241
H 2.978 -4.162 0.596  -0.086
C 2.617 -2.865 -1.966  -0.998
H 0.289 -6.704 -3.083  0.447
O 0.224 0.050 3.044  -0.674
H -2.713 -2.188 -0.567  0.116

Output
- LUMO level: -1.972 eV
- Charge: +1
- DFT total energy: -4868.89995 Ha
- ΔE to the lowest compared entry with this formula, charge and spin: 1.891 eV
- Highest occupied orbital energy: -10.9709 eV
- Frontier orbital gap: 0.33070 hartree

No. 2
2 unconnected molecules or ions with the total composition C26H50FN6O5PS, computed with the ωB97M-V functional and the def2-TZVPD basis.

Last column: Mulliken charge in e.
Atoms and positions in Å:
C -1.162 0.448 -2.743  -0.980
C -3.516 -0.199 1.249  -0.756
C 1.192 -1.420 0.980  0.272
H 2.432 -1.765 4.576  0.399
O 0.226 -4.609 -0.204  -0.647
H 1.647 -2.010 -4.206  0.268
H -2.963 1.528 -0.889  -0.395
H 0.515 2.347 -2.419  0.504
C -1.448 -1.427 1.280  -0.516
C -2.151 1.598 -2.917  -1.198
H 1.553 1.535 2.547  0.111
C 2.402 0.596 -0.029  -1.417
C -0.134 2.719 -0.462  0.137
H -1.070 -0.098 4.872  0.153
H -3.839 3.575 -2.626  0.482
H -0.818 -1.919 -2.906  0.605
C 0.260 -0.355 -0.876  -1.659
H 1.903 0.871 4.146  0.441
H -5.802 2.863 0.829  0.299
H 4.600 1.661 -2.418  0.464
C -5.859 2.847 -0.259  -0.824
H 4.479 -2.150 0.521  0.518
H -5.196 2.435 -2.534  0.374
H -2.000 4.213 0.509  0.352
C -3.312 1.566 -1.921  0.669
H 3.790 -1.284 1.862  0.043
N 0.427 1.877 -1.531  -0.249
N -0.150 0.622 -1.689  1.055
C -4.273 2.759 -2.040  -1.024
N -0.311 -1.609 -0.878  0.440
O -0.228 0.126 5.282  -0.994
C 2.033 0.709 3.072  -0.996
H 0.734 -2.162 4.644  0.390
H -2.326 -0.531 -0.481  0.550
H -1.307 5.794 0.189  0.399
H -1.086 2.292 -0.140  -0.251
H -1.015 -2.162 3.282  0.662
O -4.606 3.269 -0.763  -0.355
C 3.715 -2.215 1.299  -0.543
C 2.372 -2.360 0.560  0.258
H 4.935 -0.198 -0.853  0.489
H 5.085 -3.812 1.911  0.366
H -0.614 0.303 -3.683  0.274
H 3.103 0.727 2.824  0.405
C -0.311 4.186 -0.897  -0.597
H -2.570 1.467 -3.920  0.627
F -1.918 -3.979 0.605  -0.280
H 2.557 -2.177 -0.502  -0.605
H -1.675 2.580 -2.915  0.282
O -0.086 -4.074 2.184  -0.601
H 3.126 2.545 -2.044  0.330
H 3.353 -4.194 2.190  0.317
C 1.591 -2.109 3.969  -1.480
H 2.497 0.239 -2.177  -0.062
H 0.558 4.729 -0.522  0.425
C -1.559 4.835 -0.268  -1.230
S -0.375 -3.822 0.820  1.538
C -2.819 -1.055 3.216  -0.949
H -1.730 -0.460 -2.566  0.509
H 4.317 2.228 -0.759  0.421
C -0.214 -2.034 0.531  0.492
H -0.338 4.254 -1.988  0.496
C -1.688 -1.617 2.640  0.120
H -4.269 0.350 0.690  0.506
H 3.055 0.370 0.807  0.717
H 2.085 -3.408 0.619  0.872
N 1.183 -0.220 0.096  0.484
H 0.516 2.696 0.418  0.085
H 1.790 -3.087 3.538  0.562
H -1.093 -3.278 -1.879  0.602
H 4.200 -3.094 3.234  0.342
C 4.113 -3.411 2.194  -1.453
C -0.393 -2.463 -2.067  -0.961
C -2.405 -0.700 0.580  -0.186
H 0.666 -3.791 -3.315  0.535
O 4.166 -0.545 -1.317  -0.519
H -2.315 5.054 -1.020  0.191
H -2.978 -1.178 4.281  0.554
P 1.114 -0.825 2.774  0.657
C 0.931 -3.026 -2.576  -1.047
H -6.658 3.528 -0.570  0.273
N -3.730 -0.353 2.546  -0.685
H -6.098 1.823 -0.565  0.356
H 2.704 -2.082 -3.005  0.211
N 1.716 -1.944 -3.197  -0.394
H -3.879 0.644 -2.090  0.514
C 3.170 0.474 -1.355  0.136
H 2.146 1.645 0.077  0.761
H 1.494 -3.539 -1.807  0.290
C 3.837 1.818 -1.654  -1.728

Output
- LUMO level: -0.187 eV
- DFT total energy: -2564.57832 Ha
- Highest occupied orbital energy: -5.0625 eV
- Frontier orbital gap: 0.17919 hartree

No. 3
A molecular structure, C26H50IrNP3Se, computed with the ωB97M-V functional and the def2-TZVPD basis.

Last column: Mulliken charge in e.
Atoms and positions in Å:
H -0.656 -1.744 4.193  0.519
H 0.325 3.062 -0.756  0.406
H 1.503 2.181 -1.775  -0.017
H -2.908 2.304 0.792  0.566
H 5.000 -0.135 -2.723  0.420
H -1.796 1.770 2.074  0.350
H -3.977 0.435 -0.048  0.733
H -2.626 -5.349 -1.404  0.380
C 1.334 2.639 -0.789  -1.062
C -0.156 -2.163 -1.074  -0.315
H -1.502 0.086 -2.391  0.138
H 4.787 -1.723 -0.803  0.352
C 1.351 2.207 2.130  -1.043
C 0.717 -2.474 -2.117  -0.592
H 2.049 3.469 -0.675  0.558
H 4.492 3.188 -5.404  0.439
H -1.274 -3.975 0.778  0.523
P 1.654 1.381 0.516  0.884
C 3.057 0.054 -3.664  1.148
H -2.541 1.474 -1.961  0.507
H 0.004 -3.776 2.733  0.426
H -3.499 -4.654 2.127  0.377
C -1.593 0.967 -1.742  -0.898
C 2.252 0.801 -4.537  -0.082
H -3.851 -3.435 -0.534  0.535
H 5.905 1.919 -3.726  0.459
C -1.876 1.982 1.000  -1.450
H 1.925 3.148 2.153  0.499
H -3.046 -3.357 -2.387  0.546
H -1.643 -3.324 -4.427  0.459
C 4.371 0.455 -3.396  -0.514
C -3.214 -0.333 0.162  -1.305
H 0.293 2.437 2.284  0.243
H 1.693 1.570 2.953  0.165
H -0.765 1.644 -1.971  -0.003
H -4.134 -5.826 -0.542  0.407
H 1.783 -2.371 -2.010  0.089
H -2.070 -2.439 0.944  -0.974
H 3.420 -2.206 -1.942  0.909
H 3.884 0.578 1.143  0.341
H 1.773 -1.917 -0.083  -0.994
C -1.956 -3.292 0.267  -0.346
C 0.168 -2.850 -3.348  -0.697
H -3.410 -0.723 1.172  0.290
C 2.205 -1.077 3.280  -1.383
H 2.633 -0.795 -3.137  -0.428
H 0.827 -3.652 1.140  0.281
C 4.101 2.326 -4.888  -0.757
C -1.204 -3.092 -3.452  -1.407
H 1.777 -3.650 2.636  0.581
C -1.986 -3.099 -2.292  -0.330
H -2.530 -5.976 0.292  0.373
C -1.400 -2.844 -1.046  1.008
N -3.291 -4.000 0.123  0.261
C 2.866 -1.729 0.102  0.439
H -1.200 2.801 0.730  0.401
H 2.160 2.525 -5.791  0.439
H 3.785 0.974 -0.595  0.101
H -0.590 -0.050 3.659  0.360
H -5.045 -4.445 1.225  0.407
P -1.555 0.459 0.020  0.818
H 3.144 -1.097 2.721  0.294
H 2.280 -1.832 4.078  0.571
H -1.603 -1.221 2.778  0.195
C 3.475 1.289 0.412  -1.224
H 0.106 1.831 -4.238  0.234
H -4.146 -3.020 1.788  0.238
C 0.840 -3.310 2.186  -1.380
H 0.829 -2.970 -4.214  0.657
Se 0.376 0.482 -4.765  0.353
C -0.662 -1.085 3.314  -1.279
C 4.890 1.610 -3.988  -0.469
C -4.046 -4.038 1.404  -0.750
H 3.286 -1.797 1.106  0.187
C -3.128 -5.387 -0.423  -0.849
C 2.792 1.932 -5.143  -0.212
H 2.103 -0.094 3.748  0.399
P 0.752 -1.487 2.246  1.080
H -3.332 -1.131 -0.587  0.253
H 3.869 2.295 0.626  0.600
Ir 0.562 -0.594 0.149  1.237
C 3.704 -1.830 -0.950  -1.672

Output
- LUMO level (alpha / beta): -7.535 / -11.914 eV
- Charge: +3
- DFT total energy: -4604.12456 Ha
- Highest occupied orbital energy (alpha / beta): -13.3335 / -16.0870 eV
- Frontier orbital gap (alpha / beta): 0.21309 / 0.15335 hartree
- 2S+1: 5

No. 4
A molecular structure, C26H51B3N8O8, computed with the ωB97M-V functional and the def2-TZVPD basis.

Last column: Mulliken charge in e.
Atoms and positions in Å:
H -3.850 0.177 0.210  0.443
N -3.236 1.084 3.838  -0.775
C 3.062 2.688 -6.019  -0.536
H 1.682 -3.000 -3.981  -0.158
N 1.826 1.746 -0.587  0.282
C -3.130 -1.867 -1.245  -0.783
H 2.171 1.167 7.239  0.286
N 2.048 -0.701 6.300  0.177
C 2.073 1.535 -7.877  -0.032
N -5.005 1.482 2.410  -0.563
H 1.516 1.557 -8.802  0.467
H -2.583 -5.437 6.187  0.347
C -0.272 -0.585 -7.520  -0.189
H -4.119 -2.283 -1.415  0.353
C 1.067 1.348 -1.762  -1.030
H 3.272 3.614 -5.506  0.409
H 2.723 1.213 1.221  0.345
H -0.654 4.387 2.116  0.383
H -2.231 0.092 0.956  0.191
H 2.759 -0.045 -0.028  0.317
O 1.948 3.906 -1.282  -0.628
H 1.971 6.847 2.348  0.295
B 0.901 -2.118 -3.821  0.432
H 2.217 1.212 5.472  0.390
O 1.729 4.258 5.076  -0.588
H -3.454 -3.856 3.442  0.273
O -1.664 -1.520 -4.115  -0.549
C 2.426 -1.554 5.186  -0.835
C -1.235 -1.412 -6.658  -1.145
H 1.537 -1.875 4.642  0.149
H -0.792 -0.231 -8.407  0.461
C 3.491 1.474 -5.499  -0.733
H -0.739 4.244 3.885  0.334
C -1.387 -2.840 4.874  0.226
H 4.038 1.422 -4.572  0.437
H -3.650 -2.467 0.750  0.350
H -0.856 -2.652 5.815  0.154
H 0.343 3.190 2.975  0.223
H 3.533 -0.669 -5.766  0.396
H -1.943 -2.117 0.560  0.359
C -3.945 0.680 2.869  0.460
O 0.774 -2.325 7.241  -0.639
H -2.860 -5.520 3.630  0.386
O -1.534 -1.977 4.015  -0.583
H 2.770 3.238 0.450  0.337
H 0.029 0.293 -6.961  0.258
B -1.169 -2.063 -2.940  0.575
H -2.229 -0.973 -6.685  0.275
C -2.565 -4.477 3.559  -0.861
H 0.849 0.285 -1.715  0.379
H -3.127 -0.871 -1.675  0.407
C 1.814 5.096 4.198  0.110
C -0.081 4.194 3.019  -0.968
H -1.069 -4.622 6.625  0.291
H -1.935 -4.336 2.679  0.245
N -1.841 -4.095 4.760  0.108
H -5.638 0.944 1.835  0.282
H -1.056 -5.922 5.419  0.344
H 0.134 1.913 -1.807  0.334
C 1.234 -1.194 7.241  0.103
C -2.940 -1.795 0.277  -0.386
N -3.801 -0.548 2.196  -0.315
C -2.102 -2.806 -1.937  -0.692
C 2.548 0.661 6.353  -0.996
H 1.246 0.315 0.829  0.255
H 0.996 -0.466 8.033  0.321
H -3.177 -1.152 2.720  0.168
C 1.131 6.194 2.119  -0.838
H -1.499 -3.271 -1.164  0.266
H 2.818 -1.625 -7.810  0.345
C 2.491 0.316 -7.351  0.213
H 1.300 5.727 1.146  0.260
H -2.608 -3.626 -2.441  0.395
H -2.498 0.404 4.020  0.338
C 2.198 3.033 -0.472  0.051
O 0.700 -2.556 -8.336  -0.624
N 2.177 -0.888 -8.077  -0.337
C -1.626 -5.075 5.808  -0.957
H -1.324 -2.426 -7.038  0.464
H 1.640 1.563 -2.665  0.271
O 0.584 -1.261 -4.860  0.155
B -0.766 -1.401 -5.169  0.093
H 0.220 6.793 2.070  0.328
C 2.342 2.729 -7.214  -0.609
H 2.944 -2.442 5.552  0.311
H 3.081 -1.003 4.517  0.388
C 2.157 0.752 0.414  -0.918
O 0.202 -1.946 -2.642  -0.538
C 3.216 0.281 -6.164  -0.364
N 0.990 5.173 3.140  0.194
C -3.202 -0.402 0.858  -0.707
H 2.593 5.878 4.202  0.265
H 2.011 3.669 -7.615  0.418
C 0.886 -1.422 -7.988  0.409
H -4.661 2.284 1.904  0.262
H 3.639 0.659 6.385  0.335

Output
- LUMO level: 0.290 eV
- DFT total energy: -2136.13430 Ha
- Highest occupied orbital energy: -8.7674 eV
- Frontier orbital gap: 0.33284 hartree

No. 5
10 unconnected molecules or ions with the total composition C26H51Cl18N3O3PS, computed with the ωB97M-V functional and the def2-TZVPD basis.

Last column: Mulliken charge in e.
Atoms and positions in Å:
H 0.416 -3.064 2.786  0.258
H -5.357 1.420 2.509  0.107
C -5.950 3.375 3.123  -0.424
H 6.177 11.153 1.975  0.354
H -4.933 1.797 4.184  0.363
N -5.268 -4.200 -1.352  0.094
N -2.110 -1.819 0.530  -0.526
Cl 1.319 -8.501 -2.298  -0.189
Cl -5.552 4.615 4.337  -0.183
H 3.411 -5.544 -1.605  0.357
C 4.618 7.414 -2.364  -0.592
H -5.217 0.886 -0.725  0.294
C -1.105 3.729 -1.197  -0.151
H 3.577 -7.877 -2.238  0.208
H 5.102 -8.596 2.379  0.366
C 4.617 -10.499 1.532  -0.487
H 5.495 7.873 -2.816  0.386
C 1.978 -4.378 2.139  -0.118
H 1.776 -4.344 1.070  0.095
H -7.869 -2.476 -0.753  0.281
H 1.673 5.739 3.096  0.402
Cl 4.791 -8.186 0.090  -0.184
H -3.994 -2.127 -3.624  0.373
H 5.718 -0.594 0.413  0.359
Cl 2.087 0.037 0.669  -0.103
H -5.240 -0.296 -2.398  0.170
Cl -2.200 2.374 -1.633  -0.189
Cl 6.591 8.847 2.135  -0.175
H -1.422 -1.097 0.695  0.276
C 2.517 -6.164 -1.559  -0.404
H -7.018 -4.891 -0.261  0.407
Cl 0.337 4.505 1.592  -0.138
H -5.176 -6.638 -0.911  0.128
Cl 3.194 8.968 2.036  -0.134
Cl -0.628 -5.144 2.497  -0.191
H 2.365 -6.473 -0.527  0.180
Cl 2.652 -5.989 2.525  -0.175
H 0.921 -4.234 4.011  0.403
C 1.470 5.817 2.031  -0.557
H -1.754 -1.947 -1.981  0.504
H 4.050 1.305 0.414  0.221
C 3.579 7.189 -3.432  -0.451
C -6.873 0.013 -1.036  0.370
Cl 3.732 4.333 1.613  -0.207
C 2.733 5.758 1.214  0.485
H -3.123 -3.493 -3.002  0.451
C -3.687 -2.608 -2.690  -1.570
O -2.889 -0.397 -2.703  -0.521
H -1.646 -2.651 0.201  0.116
Cl 1.141 -5.126 -2.034  -0.158
S -2.818 -5.470 0.019  -0.170
H -3.788 -5.828 -2.555  0.142
C 5.594 10.267 1.731  -0.377
C -4.938 -2.994 -1.973  0.409
H 3.406 -8.754 1.909  0.227
H 4.919 6.482 -1.892  0.298
O -8.004 -0.164 -0.745  -0.588
H 4.504 -10.946 2.519  0.309
N -6.975 -2.866 -1.040  0.056
H 4.482 10.197 3.576  0.342
C -6.043 -2.147 -1.773  0.238
P -4.250 -5.639 -1.246  0.060
H -6.963 3.035 3.332  0.329
H 2.701 -7.037 -3.521  0.385
C -6.234 -0.712 -2.213  -0.308
C 0.737 -4.092 2.950  -0.483
C 4.426 -9.009 1.632  -0.390
H -4.094 -1.628 -0.115  -0.144
H -0.899 3.661 -0.132  -0.201
C -6.511 -4.100 -0.797  -0.216
C -2.791 -1.598 -1.931  0.576
C 3.786 0.277 0.176  -0.379
H 0.955 6.757 1.842  0.277
H 4.018 6.618 -4.248  0.318
H 3.824 0.150 -0.906  0.322
H 4.391 -1.729 0.686  0.232
C 0.174 3.702 -1.985  0.155
H 2.745 -3.642 2.372  0.187
C -5.005 2.203 3.179  -0.333
H -0.009 3.665 -3.056  0.458
C 4.304 10.291 2.508  -0.552
H 2.518 5.725 0.148  -0.130
H -2.322 0.277 -2.306  0.162
H -3.060 -0.225 -0.329  0.269
C 2.662 -7.344 -2.478  -0.364
H 5.602 -10.749 1.147  0.329
H -1.646 4.652 -1.397  0.392
H 3.779 11.226 2.323  0.305
Cl 3.404 -11.255 0.468  -0.173
Cl -3.357 2.641 2.652  -0.129
H -5.936 3.849 2.145  0.281
H -6.866 -0.646 -3.098  0.346
C 4.721 -0.703 0.834  -0.444
H 0.756 4.597 -1.761  -0.408
H 3.328 6.646 1.423  -0.101
H 3.203 8.129 -3.826  0.326
Cl 1.189 2.309 -1.551  -0.093
O -6.080 0.786 -0.299  -0.368
H 5.416 10.251 0.660  0.236
C -3.094 -1.316 -0.434  -0.295
Cl 4.062 8.518 -1.078  -0.147
Cl 2.174 6.245 -2.858  -0.153
Cl 4.858 -0.426 2.588  -0.195

Output
- LUMO level: -2.934 eV
- Charge: +1
- DFT total energy: -10434.11159 Ha
- Highest occupied orbital energy: -11.6450 eV
- Frontier orbital gap: 0.32014 hartree